1.
{"formula": "C3H10OSi2", "method": "ωB97M-V/def2-TZVPD", "mol_weight_g_mol": 118.28, "gap_ev": 8.1, "lumo_ev": -0.04, "total_charge": 0, "e_above_lowest_kj_mol": 273.7, "energy_ev": -21073.037, "species": ["C", "C", "C", "O", "Si", "Si", "H", "H", "H", "H", "H", "H", "H", "H", "H", "H"], "xyz": [[1.093, -0.907, 0.379], [0.110, -0.281, 1.033], [2.419, -0.313, 0.070], [-0.574, 2.043, -1.416], [-1.724, -0.732, 1.068], [-1.956, 2.110, -2.288], [0.882, -1.674, -0.258], [0.439, 0.743, 1.506], [2.816, -0.497, -0.902], [3.151, -0.806, 0.657], [2.403, 0.667, 0.287], [-0.191, 1.512, -0.724], [-2.062, -1.156, 2.599], [-1.950, -1.865, 0.057], [-2.514, 0.411, 0.513], [-2.342, 0.747, -2.583]], "lowdin_charge": [-0.245, -0.350, -0.087, -0.418, 0.605, 0.594, 0.060, 0.099, 0.078, 0.072, 0.032, -0.019, -0.050, -0.062, -0.094, -0.214]}


2.
{"formula": "C3H10P2", "method": "ωB97M-V/def2-TZVPD", "mol_weight_g_mol": 108.06, "gap_ev": 8.5, "lumo_ev": 0.37, "total_charge": 0, "e_above_lowest_kj_mol": 354.9, "energy_ev": -21845.564, "species": ["C", "C", "C", "P", "P", "H", "H", "H", "H", "H", "H", "H", "H", "H", "H"], "xyz": [[1.553, 1.895, -1.120], [-0.002, -0.538, 1.698], [0.095, -1.296, -0.928], [-2.309, 0.607, -0.084], [-0.099, 0.212, 0.037], [2.332, 2.131, -0.326], [1.955, 0.983, -1.530], [-0.407, -1.573, 1.791], [0.991, -0.850, 1.886], [-0.541, -0.008, 2.447], [0.456, -1.011, -1.852], [0.967, -1.802, -0.618], [-0.728, -2.019, -0.942], [-2.249, 1.406, -1.226], [-2.014, 1.863, 0.767]], "lowdin_charge": [-0.062, -0.356, -0.354, 0.538, 0.593, -0.094, -0.162, 0.055, 0.019, 0.016, -0.003, 0.027, 0.054, -0.182, -0.089]}


3.
{"formula": "C3H10S", "method": "ωB97M-V/def2-TZVPD", "mol_weight_g_mol": 78.18, "gap_ev": 10.7, "lumo_ev": 0.89, "total_charge": 0, "e_above_lowest_kj_mol": 49.8, "energy_ev": -14107.820, "species": ["C", "C", "C", "H", "H", "H", "H", "H", "H", "H", "H", "S", "H", "H"], "xyz": [[0.544, 1.669, -0.432], [-0.405, 0.505, -0.975], [-1.184, 0.030, 0.225], [-0.047, 2.571, -0.610], [0.767, 1.480, 0.617], [1.494, 1.818, -0.942], [-1.132, 1.015, -1.606], [0.121, -0.296, -1.491], [-0.570, -0.460, 0.992], [-1.858, -0.770, -0.135], [-1.768, 0.689, 0.873], [1.859, -2.790, 0.782], [1.191, -1.775, 1.384], [0.988, -3.685, 1.319]], "lowdin_charge": [-0.106, -0.284, -0.167, 0.064, 0.057, 0.055, 0.089, 0.093, 0.035, 0.075, 0.077, 0.457, -0.239, -0.208]}


4.
{"formula": "C3H10S", "method": "ωB97M-V/def2-TZVPD", "mol_weight_g_mol": 78.18, "gap_ev": 9.9, "lumo_ev": 0.86, "total_charge": 0, "e_above_lowest_kj_mol": 126.2, "energy_ev": -14107.028, "species": ["C", "C", "H", "H", "H", "H", "H", "H", "C", "S", "H", "H", "H", "H"], "xyz": [[-1.551, -0.734, 1.208], [-1.386, -1.296, -0.220], [-2.409, 0.000, 1.196], [-1.881, -1.498, 1.880], [-0.767, -0.169, 1.617], [-0.996, -0.595, -0.946], [-2.343, -1.651, -0.639], [-0.888, -2.293, -0.415], [2.062, 1.193, -0.126], [2.521, 1.875, -1.779], [3.069, 1.263, 0.544], [1.828, 0.094, -0.160], [1.516, 2.094, 0.138], [1.227, 1.717, -2.298]], "lowdin_charge": [-0.153, -0.179, 0.081, 0.049, 0.028, 0.041, 0.057, 0.075, -0.513, 0.543, 0.074, 0.037, -0.010, -0.129]}


5.
{"formula": "C3H10S2", "method": "ωB97M-V/def2-TZVPD", "mol_weight_g_mol": 110.25, "gap_ev": 8.8, "lumo_ev": 0.31, "total_charge": 0, "e_above_lowest_kj_mol": 158.3, "energy_ev": -24942.056, "species": ["C", "C", "C", "H", "H", "H", "H", "H", "H", "H", "H", "S", "S", "H", "H"], "xyz": [[0.183, 3.185, -0.228], [0.680, 1.656, -0.216], [1.875, 1.486, -1.172], [1.106, 3.985, -0.109], [-0.478, 3.214, 0.613], [-0.359, 3.239, -1.117], [-0.191, 0.981, -0.415], [0.908, 1.375, 0.953], [2.253, 0.407, -1.265], [1.575, 1.609, -2.243], [2.704, 2.159, -0.739], [-3.606, -6.422, 1.457], [-1.719, -6.289, 2.300], [-3.454, -5.402, 0.553], [-1.478, -5.184, 1.628]], "lowdin_charge": [-0.130, -0.345, -0.170, 0.127, 0.036, 0.025, 0.090, 0.133, 0.074, 0.071, 0.089, 0.193, 0.219, -0.183, -0.230]}


6.
{"formula": "C3H10S2", "method": "ωB97M-V/def2-TZVPD", "mol_weight_g_mol": 110.25, "gap_ev": 9.2, "lumo_ev": 0.87, "total_charge": 0, "e_above_lowest_kj_mol": 69.2, "energy_ev": -24942.980, "species": ["C", "S", "C", "H", "H", "H", "H", "H", "H", "C", "S", "H", "H", "H", "H"], "xyz": [[-1.334, -0.689, -1.279], [0.462, -0.367, -1.557], [1.051, -1.642, -0.392], [-1.815, -0.108, -2.062], [-1.614, -0.423, -0.264], [-1.532, -1.747, -1.394], [0.836, -1.494, 0.666], [0.529, -2.562, -0.675], [2.123, -1.784, -0.520], [-0.126, 2.093, 1.104], [1.613, 1.603, 1.151], [-0.433, 1.750, 0.122], [-0.404, 3.142, 1.223], [-0.716, 1.587, 1.869], [1.360, 0.640, 2.009]], "lowdin_charge": [-0.401, 0.695, -0.437, 0.026, 0.025, 0.024, 0.021, 0.026, 0.031, -0.493, 0.626, -0.032, 0.030, 0.032, -0.174]}